(1)
C61H47ClO3P2SSbV | wB97M-V/def2-TZVPD

Summary:
Frontier orbital gap (alpha / beta) in eV: 4.40 / 4.38
<S²>: 0.77
2S+1: 2
E_LUMO (alpha / beta) in eV: -9.5 / -9.5
Charge: +3
HOMO level (alpha / beta) in eV: -13.9 / -13.9

Last column: Löwdin spin population.
Geometry (Å):
V -0.084 0.464 -0.312  1.069
O 1.345 0.627 -1.701  0.025
S 0.306 1.527 -2.431  -0.008
C 1.168 3.055 -2.505  -0.003
C 1.995 3.502 -3.520  0.000
C 2.700 4.679 -3.301  -0.001
C 2.578 5.369 -2.103  0.000
C 1.764 4.888 -1.080  -0.001
C 1.048 3.720 -1.275  -0.002
P 0.007 2.951 0.007  -0.017
C -1.672 3.566 -0.323  0.000
C -2.122 3.788 -1.624  -0.002
C -3.434 4.175 -1.855  0.000
C -4.307 4.352 -0.791  -0.003
C -3.872 4.119 0.508  0.001
C -2.567 3.712 0.741  -0.002
C 0.537 3.590 1.598  -0.003
C 0.080 4.821 2.078  -0.001
C 0.548 5.295 3.293  0.000
C 1.472 4.556 4.023  -0.001
C 1.941 3.343 3.539  0.000
C 1.476 2.857 2.328  0.000
C 0.013 0.733 -3.962  -0.001
C 0.093 1.321 -5.216  -0.001
C -0.238 0.542 -6.314  0.000
C -0.695 -0.756 -6.137  -0.001
C -0.836 -1.299 -4.863  -0.001
C -0.472 -0.562 -3.748  -0.004
P -0.577 -1.289 -2.046  -0.022
C 0.640 -2.624 -2.108  -0.001
C 1.839 -2.471 -1.406  0.001
C 2.777 -3.484 -1.406  0.000
C 2.527 -4.660 -2.106  0.000
C 1.347 -4.810 -2.817  0.000
C 0.402 -3.792 -2.825  -0.001
C -2.251 -1.951 -1.964  -0.004
C -3.299 -1.044 -2.172  -0.002
C -4.610 -1.451 -2.008  0.000
C -4.886 -2.760 -1.619  -0.003
C -3.852 -3.657 -1.403  0.000
C -2.534 -3.257 -1.569  -0.003
H 2.127 2.957 -4.442  0.000
H 3.360 5.050 -4.075  0.000
H 3.134 6.285 -1.953  0.000
H 1.687 5.425 -0.143  0.000
H -1.454 3.700 -2.472  0.000
H -3.772 4.351 -2.868  0.000
H -5.323 4.677 -0.971  0.000
H -4.549 4.263 1.340  0.000
H -2.244 3.517 1.758  0.000
H -0.625 5.409 1.506  0.000
H 0.197 6.248 3.667  0.000
H 1.838 4.938 4.968  0.000
H 2.675 2.781 4.103  0.000
H 1.855 1.919 1.943  0.000
H 0.387 2.350 -5.350  0.000
H -0.156 0.962 -7.308  0.000
H -0.962 -1.352 -7.000  0.000
H -1.260 -2.287 -4.747  0.000
H 2.046 -1.544 -0.890  0.001
H 3.712 -3.358 -0.874  0.000
H 3.261 -5.454 -2.111  0.000
H 1.160 -5.719 -3.372  0.000
H -0.511 -3.928 -3.390  0.000
H -3.082 -0.024 -2.475  0.000
H -5.422 -0.755 -2.180  0.000
H -5.913 -3.077 -1.489  0.000
H -4.072 -4.674 -1.101  0.000
H -1.731 -3.963 -1.407  0.000
Cl -2.672 0.413 6.287  -0.004
C -1.817 0.320 4.809  -0.005
C -0.450 0.021 4.815  0.014
C 0.273 -0.081 3.633  -0.003
C -0.378 0.120 2.446  0.003
O 0.252 0.037 1.239  -0.043
C -1.756 0.443 2.411  -0.003
C -2.429 0.650 1.174  0.026
O -1.856 0.625 0.046  -0.007
C -2.469 0.532 3.616  0.011
H 0.048 -0.134 5.764  0.001
H 1.329 -0.320 3.638  0.000
H -3.501 0.840 1.178  0.000
H -3.524 0.779 3.608  0.000
C 0.698 -8.249 -0.022  0.000
C 1.708 -7.504 0.572  0.000
C 1.501 -6.164 0.876  0.000
C 0.269 -5.573 0.604  0.000
C -0.743 -6.322 0.006  0.000
C -0.527 -7.660 -0.305  0.000
Sb -0.095 -3.548 1.123  0.000
C 1.313 -3.312 2.712  0.000
C 1.236 -4.036 3.903  0.000
C 2.263 -3.948 4.836  0.000
C 3.366 -3.139 4.587  0.000
C 3.443 -2.410 3.407  0.000
C 2.417 -2.497 2.470  0.000
C -2.066 -3.775 1.942  0.000
C -2.538 -4.949 2.526  0.000
C -3.848 -5.017 2.990  0.000
C -4.694 -3.922 2.868  0.000
C -4.235 -2.756 2.269  0.000
C -2.927 -2.693 1.802  0.000
H 0.866 -9.289 -0.267  0.000
H 2.659 -7.967 0.803  0.000
H 2.298 -5.587 1.334  0.000
H -1.709 -5.875 -0.207  0.000
H -1.315 -8.240 -0.769  0.000
H 0.385 -4.677 4.105  0.000
H 2.213 -4.529 5.749  0.000
H 4.170 -3.083 5.310  0.000
H 4.310 -1.792 3.206  0.000
H 2.490 -1.937 1.542  0.000
H -1.893 -5.813 2.630  0.000
H -4.208 -5.925 3.456  0.000
H -5.710 -3.978 3.238  0.000
H -4.899 -1.904 2.160  0.000
H -2.567 -1.801 1.300  0.000

(2)
C6H8 | wB97M-V/def2-TZVPD

Summary:
SMILES: C=C1[C@@H]2C[C@]12C
Frontier orbital gap in eV: 9.37
2S+1: 1
E_LUMO in eV: 1.1
HOMO level in eV: -8.3
Energy relative to the best compared isomer or geometry (same formula, charge and spin) in kJ/mol: 320.83

Last column: natural (NBO) charge in e.
Geometry (Å):
C -0.237 1.359 -1.788  -0.492
C -0.359 0.709 -0.653  0.040
C -1.267 0.119 0.282  -0.231
C -0.213 0.496 1.559  -0.342
C 0.276 -0.161 0.314  -0.045
C 1.022 -1.412 0.061  -0.620
H 0.747 1.566 -1.935  0.191
H -0.896 1.874 -2.388  0.208
H -2.049 -0.544 0.379  0.225
H -0.032 1.452 1.768  0.196
H -0.406 -0.228 2.458  0.199
H 1.299 -1.407 -0.949  0.229
H 0.294 -2.206 0.169  0.216
H 1.821 -1.619 0.724  0.225

(3)
C10H8CoN2O5 | wB97M-V/def2-TZVPD

Summary:
Frontier orbital gap (alpha / beta) in eV: 8.24 / 6.66
<S²>: 3.81
2S+1: 4
E_LUMO (alpha / beta) in eV: -8.6 / -11.4
Charge: +2
HOMO level (alpha / beta) in eV: -16.8 / -18.1
Energy relative to the best compared isomer or geometry (same formula, charge and spin) in kJ/mol: 101.29

Last column: natural (NBO) charge in e.
Geometry (Å):
O -4.273 -0.961 1.798  -0.453
C -3.473 -0.830 1.010  0.460
Co 1.043 0.262 -0.838  0.567
O -0.444 2.135 -2.744  -0.317
C -0.037 1.354 -1.985  0.458
C 2.179 -0.193 0.398  0.446
O 2.990 -0.467 1.217  -0.392
C 0.740 -1.328 -2.021  0.483
O 0.354 -2.389 -2.380  -0.357
C 0.410 1.671 0.546  0.524
O 0.170 2.204 1.564  -0.425
C 0.314 -0.874 5.348  -0.710
C 0.284 -1.195 3.912  0.440
C 0.367 -2.502 3.422  -0.153
C 0.303 -2.425 2.048  0.152
N 0.165 -1.141 1.631  -0.079
N 0.171 -0.411 2.784  -0.393
C 0.355 -3.653 1.216  -0.664
H -0.527 -1.407 5.825  0.311
H 1.267 -1.260 5.750  0.309
H 0.241 0.191 5.656  0.284
H 0.464 -3.383 4.031  0.278
H 0.089 0.597 2.752  0.445
H 1.338 -4.107 1.411  0.269
H -0.530 -4.248 1.491  0.275
H 0.298 -3.459 0.135  0.243

(4)
C5H6O | wB97M-V/def2-TZVPD

Summary:
Frontier orbital gap in eV: 9.66
2S+1: 1
E_LUMO in eV: 0.9
HOMO level in eV: -8.7
Energy relative to the best compared isomer or geometry (same formula, charge and spin) in kJ/mol: 248.42

Last column: natural (NBO) charge in e.
Geometry (Å):
C -1.912 -0.034 0.153  -0.661
C -0.432 -0.093 0.051  0.286
C 0.544 0.806 -0.003  -0.278
C 1.812 0.030 -0.112  -0.621
C 1.435 -1.422 -0.073  0.286
O 0.110 -1.403 -0.017  -0.474
H -2.248 1.003 0.223  0.231
H -2.260 -0.577 1.038  0.234
H -2.379 -0.496 -0.723  0.234
H 0.431 1.882 0.023  0.232
H 2.630 0.287 0.556  0.261
H 2.269 0.018 -1.116  0.272

no.,largest force on an atom (Eh/bohr)
1,0.0638
2,0.1411
3,0.1911
4,0.0120